No. 1
Molecular formula: C24H56B2Cs2O12S6
Method: DFT, ωB97M-V with the def2-TZVPD basis set

Each line ends with the Mulliken charge.
Geometry (Å):
Cs 1.20052 -2.68936 0.86582  0.219
Cs -2.34150 -1.47210 0.83198  2.059
B -0.03373 -0.61903 0.20468  14.706
H -0.33723 -0.72392 1.23479  -6.596
H 0.97191 -0.24539 0.08925  -3.651
H -0.03585 -1.58176 -0.28254  -7.594
H -0.65516 0.11345 -0.28680  3.320
B -1.02406 -3.36470 1.36514  0.189
H -0.28862 -4.15416 1.37575  -0.668
H -1.95233 -3.64964 1.83563  -0.451
H -0.62050 -2.44687 1.76384  -2.280
H -1.31529 -3.11970 0.35548  -2.229
C -1.08246 -2.86624 -1.91023  -0.478
C -0.32258 -1.77427 -2.63625  1.086
C 1.18439 -1.99671 -2.45971  -1.391
S 1.39343 -3.85650 -2.18037  1.328
O 1.73422 -4.05118 -0.77607  -0.927
O 2.13293 -4.47333 -3.23900  -0.828
C -0.38602 -4.20344 -2.38052  -0.986
H -2.16083 -2.86812 -2.06904  0.343
H -0.87277 -2.88540 -0.84076  -0.206
H -0.62830 -0.79889 -2.25775  -1.021
H -0.63879 -1.85332 -3.67637  0.094
H 1.59866 -1.49182 -1.58703  1.266
H 1.78739 -1.92111 -3.36457  1.388
H -0.75495 -5.19769 -2.12857  0.513
H -0.50782 -4.14880 -3.46231  0.414
C 4.91581 0.41788 -0.29774  -1.027
C 3.60429 1.21022 -0.62726  0.144
C 2.40713 0.23780 -0.68868  1.095
S 3.19024 -1.29600 -1.42065  0.657
O 2.92385 -1.20775 -2.89676  -0.966
O 2.70200 -2.44401 -0.63744  -0.816
C 4.90170 -0.80328 -1.17604  -0.668
H 4.99142 0.04036 0.72200  0.351
H 5.83346 0.99804 -0.39498  0.522
H 3.65397 1.68114 -1.60903  0.454
H 3.40364 1.95094 0.14681  -0.465
H 1.47803 0.44765 -1.21861  0.854
H 2.19238 -0.12787 0.31545  0.190
H 5.17658 -0.60365 -2.21175  0.471
H 5.53188 -1.55178 -0.69570  0.484
C 0.77790 0.41995 -3.34799  0.579
C 0.24499 0.97694 -4.71323  -1.188
C -1.28750 0.79986 -4.82170  -0.889
S -1.91980 0.82000 -3.12148  1.420
O -2.59992 -0.45704 -2.93806  -0.643
O -2.72438 2.06975 -2.86438  -1.012
C -0.26558 0.95011 -2.28743  -1.572
H 1.76401 0.79332 -3.07177  0.471
H 0.88767 -0.66444 -3.36001  -0.297
H 0.72547 0.55004 -5.59357  0.427
H 0.69530 1.96955 -4.70694  0.392
H -1.45327 -0.24351 -5.09002  0.422
H -1.86449 1.44404 -5.48520  0.588
H -0.19634 0.52606 -1.28569  -0.141
H -0.02540 1.98218 -2.03201  1.236
C -0.64559 -1.28748 4.14551  -1.747
C -1.21052 -0.18962 3.21597  -0.407
C -2.73574 -0.41243 3.32688  -1.114
S -3.09832 -0.80877 5.13276  1.150
O -3.69792 -2.11483 5.12840  -0.704
O -3.62127 0.38934 5.78429  -0.704
C -1.29775 -1.03967 5.56917  -0.937
H 0.43712 -1.21700 4.24973  0.619
H -0.85237 -2.21590 3.61318  0.565
H -0.77681 -0.36290 2.23110  1.436
H -0.85029 0.77701 3.56806  0.344
H -3.00097 -1.38249 2.90648  1.177
H -3.38612 0.37550 2.94705  -0.350
H -1.07323 -1.71774 6.39252  0.503
H -0.93420 -0.03854 5.80083  0.403
C 1.67824 2.18962 0.41564  -0.173
C 2.57229 3.03445 1.41772  -0.559
C 1.84794 3.15336 2.74399  -0.993
S 0.51151 1.89264 2.87689  1.683
O -0.79716 2.57865 2.81733  -0.896
O 0.73464 0.90665 3.88676  -1.021
C 0.89524 1.13413 1.20687  0.060
H 2.16131 1.94182 -0.52953  -0.077
H 1.00233 2.87228 -0.09936  0.055
H 2.71647 3.95563 0.85314  0.487
H 3.54898 2.60032 1.63152  0.328
H 1.29213 4.08996 2.78822  0.365
H 2.47631 2.95521 3.61231  0.574
H -0.08543 0.76323 0.90885  -0.355
H 1.57929 0.33149 1.48244  1.690
C -3.03529 3.16477 -0.78621  -0.990
C -1.99574 2.04943 -0.88175  -0.763
C -1.60833 1.64528 0.53365  1.264
S -3.10013 1.64959 1.62349  1.028
O -2.75281 2.27767 2.91333  -0.600
O -3.61921 0.26747 1.53504  -0.788
C -3.98789 2.93443 0.45885  -1.043
H -3.64722 3.08699 -1.68487  0.507
H -2.55077 4.14116 -0.78308  0.391
H -1.13818 2.46601 -1.41010  -0.700
H -2.36557 1.18809 -1.43801  0.205
H -0.96773 2.40949 0.97375  0.715
H -1.01272 0.74563 0.68847  -0.281
H -4.36048 3.75401 1.07330  0.513
H -4.95805 2.52001 0.18478  0.451

Force components x, y, z for each atom (eV/Å):
4.6 0.2 10.8
-6.4 0.0 -5.5
0.8 -1.9 -3.1
0.9 -0.8 1.6
-0.3 -1.5 -0.4
-1.9 -1.0 -2.5
-1.6 -0.2 -1.5
-1.2 -4.1 1.6
1.4 -3.7 0.8
-3.5 -1.3 2.0
-0.2 1.8 2.6
0.8 -1.9 -2.4
1.0 -2.1 0.0
-1.3 -1.9 1.2
-6.1 -5.0 -0.6
-2.8 -0.1 0.5
-1.5 -7.9 -5.0
0.7 0.0 -0.2
-0.5 1.4 -1.5
0.1 -0.1 -0.2
-0.4 0.4 -1.0
0.3 -2.0 0.0
0.4 0.2 -0.3
-4.4 -0.4 -1.3
-2.4 -1.2 0.1
0.3 0.2 0.8
0.3 -0.3 -0.4
-0.9 0.2 -0.4
2.9 -1.4 0.0
4.9 -2.4 -1.0
2.3 2.5 -1.2
9.5 2.8 1.8
10.5 5.3 -4.3
0.8 -0.5 -0.2
-0.7 0.3 0.3
-0.1 0.1 -0.5
0.5 0.4 -0.1
2.3 -1.1 -1.2
1.5 0.1 -0.1
1.7 0.2 -1.0
0.4 -0.1 0.1
-0.3 -0.5 -0.6
-1.3 1.3 -0.7
1.1 0.4 0.3
1.0 -0.4 0.7
-1.5 2.2 -2.4
0.1 1.2 0.4
1.3 -2.8 -5.8
2.2 0.4 -2.9
-0.1 0.4 -0.6
-0.2 2.3 -0.8
0.0 -0.5 0.1
-1.1 0.7 -0.3
-0.2 0.1 -0.2
0.2 0.2 0.3
-0.4 -0.2 -1.1
0.3 0.0 -1.4
-0.1 0.0 0.7
-1.9 -1.0 2.0
0.7 -1.0 5.0
2.9 1.5 -1.3
-1.0 -0.2 0.6
-0.1 -1.4 -0.1
-0.2 0.5 -1.7
-0.1 0.0 0.0
-0.3 -0.4 0.9
-0.6 0.5 1.5
-3.1 -1.9 0.2
-0.5 0.4 1.1
0.6 -2.2 4.4
-0.3 -0.2 -0.3
-0.1 0.0 0.4
-3.4 2.5 0.9
-1.0 -0.6 -0.7
-0.6 0.2 0.5
1.0 2.8 -3.1
5.8 0.4 1.1
3.4 1.3 1.4
1.6 2.9 3.4
-1.9 1.0 1.6
-1.0 0.8 0.9
0.2 0.3 0.7
0.0 -0.1 -0.2
0.2 0.0 0.5
0.0 0.5 -0.1
4.6 2.1 1.6
-0.3 0.5 1.2
-1.8 -0.2 1.5
-0.1 0.2 3.8
-1.8 2.6 1.4
1.0 4.2 -2.3
-4.7 -1.5 -2.2
-4.5 6.3 -3.7
0.0 -1.0 0.3
-0.1 0.5 0.7
0.0 0.0 0.3
-1.3 0.3 1.2
-0.4 0.3 3.1
-0.9 0.3 -0.4
-5.1 1.2 -0.5
1.0 0.4 0.2
0.3 -0.7 -0.4

ΔE to the lowest compared entry with this formula, charge and spin: 1080.3 kcal per mole
E: -4328.16734 a.u.
spin multiplicity: 1
gap between HOMO and LUMO: 7.774 eV
highest occupied orbital energy: -8.256 eV
net charge: 0


No. 2
Molecular formula: C24H56MnN9O11
Method: DFT, ωB97M-V with the def2-TZVPD basis set

Each line ends with the Mulliken spin population.
Geometry (Å):
Mn -20.69086 20.11066 30.25535  4.808
N -17.75156 21.14156 29.50256  -0.008
O -17.04209 21.21670 30.52192  0.010
O -19.00833 21.32147 29.56914  -0.054
O -17.26644 20.67021 28.43574  0.011
C -19.14023 27.52461 27.73026  0.000
C -18.56591 26.64521 28.82242  0.000
O -18.71679 27.01122 29.98165  0.000
N -17.98434 25.47218 28.47629  0.000
C -17.39143 24.62793 29.53751  -0.001
H -20.18559 27.72624 27.95455  0.000
H -19.17962 27.01084 26.76028  0.000
H -18.57993 28.43710 27.54563  0.000
H -17.46779 25.41072 27.60340  0.000
H -16.73851 23.95349 28.97855  0.000
H -18.20875 24.02900 29.92620  0.000
H -16.77644 25.24501 30.18640  0.000
C -15.47355 18.27154 30.79453  0.001
C -14.18968 18.52882 30.09757  0.000
O -13.29728 17.69761 30.05762  0.000
N -14.01300 19.82060 29.71938  0.000
C -12.81209 20.24568 29.02711  0.000
H -15.51641 17.21437 31.05100  0.000
H -16.35029 18.54022 30.20043  -0.002
H -15.54764 18.85906 31.71110  -0.001
H -14.76670 20.48817 29.74475  -0.001
H -11.92575 19.78694 29.46198  0.000
H -12.77061 21.33096 29.03496  0.000
H -12.85994 19.87653 27.99586  0.000
C -20.09606 18.85118 34.13367  0.003
C -19.21174 19.14034 32.94568  0.013
O -19.70110 19.14352 31.79921  0.051
N -17.94062 19.46499 33.17213  0.008
C -17.27601 19.10393 34.42931  -0.001
H -19.98633 17.85225 34.54562  0.001
H -21.13288 19.07429 33.89511  -0.001
H -19.83225 19.61009 34.87586  0.000
H -17.46145 19.85972 32.36956  -0.003
H -17.30694 19.96973 35.09449  0.000
H -16.23312 18.91788 34.18138  0.000
H -17.69778 18.26184 34.96568  0.000
C -18.33836 17.44458 27.88097  0.003
C -19.75583 17.92204 27.98932  0.006
O -20.10013 18.62347 28.94898  0.033
N -20.56796 17.63486 26.96991  0.006
C -22.00972 17.76530 27.03141  -0.001
H -17.70748 18.23915 28.27292  0.000
H -18.06560 17.23305 26.84920  0.000
H -18.25427 16.54637 28.49434  0.001
H -20.16858 17.07015 26.24047  0.000
H -22.45245 18.57566 27.61124  0.002
H -22.43672 16.85630 27.45761  0.001
H -22.42550 17.95507 26.04182  0.000
C -23.76823 22.48977 28.48527  0.005
C -22.48914 21.79451 28.16109  0.017
O -21.87707 21.11035 28.99608  0.017
N -21.93316 22.07707 26.97848  0.008
C -20.75557 21.43264 26.45116  0.002
H -23.76642 23.49261 28.04626  0.000
H -23.87399 22.57100 29.56148  -0.001
H -24.62599 22.06512 27.95984  0.000
H -22.38493 22.69339 26.32346  0.000
H -20.16896 22.14748 25.86214  0.000
H -20.98630 20.73809 25.63346  0.001
H -20.10693 21.00349 27.20801  0.006
C -23.16341 22.34774 33.20990  0.003
C -22.07318 22.40144 32.16430  0.011
O -21.57769 21.35713 31.72928  0.024
N -21.81863 23.59626 31.62036  0.004
C -20.73067 23.90304 30.71458  -0.002
H -23.62660 23.31040 33.40018  0.000
H -22.72482 21.97415 34.13538  0.000
H -23.85447 21.58544 32.85302  0.000
H -22.45997 24.35027 31.80422  0.000
H -20.14933 24.77554 31.00821  0.000
H -21.17683 24.16500 29.74491  0.000
H -20.12779 23.02264 30.51221  0.018
C -15.37865 22.43633 34.02077  0.000
C -14.58539 23.40664 33.16780  0.000
O -14.30211 24.50074 33.65279  0.000
N -14.39890 23.05315 31.90839  0.000
C -13.85454 23.90784 30.85575  0.000
H -16.41725 22.77496 34.03449  0.000
H -14.85896 22.29521 34.96036  0.000
H -15.55857 21.49258 33.48469  0.000
H -14.88182 22.22829 31.59033  0.000
H -14.69480 24.33699 30.32174  0.000
H -13.08128 23.34240 30.33554  0.000
H -13.22743 24.70284 31.25821  0.000
C -16.57532 25.46778 23.72573  0.000
C -16.73278 24.72449 25.02810  0.000
O -16.31573 25.21391 26.08346  0.000
N -17.30306 23.51316 25.03555  0.000
C -17.09088 22.54512 26.12918  0.000
H -17.52075 25.89019 23.36084  0.000
H -16.31492 24.70966 22.98507  0.000
H -15.96111 26.35953 23.77273  0.000
H -17.88772 23.17642 24.29129  0.000
H -17.48752 23.01592 27.02459  0.000
H -16.04432 22.27126 26.21935  0.000
H -17.68286 21.66186 25.90916  0.000

Force components x, y, z for each atom (eV/Å):
1.1 0.1 0.6
1.0 -2.9 -0.6
-0.5 0.7 -0.4
0.1 0.7 0.0
-0.7 1.3 1.2
-0.1 -0.9 -1.3
-0.4 1.0 0.3
0.0 -0.6 0.1
0.5 -0.3 0.3
-0.2 0.3 -1.9
0.1 0.3 0.3
0.2 -0.1 0.1
0.0 0.1 0.5
-0.3 0.2 -0.2
0.1 -0.1 0.3
0.4 0.1 0.9
-0.4 -0.3 0.6
-1.2 -0.5 0.3
0.9 0.7 0.8
-0.2 0.0 -0.5
0.3 0.2 -0.2
-0.2 -0.6 -0.5
-0.1 0.0 0.0
0.1 0.0 -0.1
0.2 0.0 0.0
-0.3 -0.4 0.0
-0.1 0.2 0.2
0.2 0.0 0.0
0.2 0.3 0.0
0.2 0.9 0.2
-0.5 0.0 -0.1
0.2 0.1 -0.1
-1.0 -0.9 0.2
0.7 1.4 -0.3
0.0 0.0 0.0
0.0 -0.4 -0.4
0.1 -0.4 0.3
0.3 -0.2 0.1
0.1 -0.1 0.1
0.0 -0.2 0.2
-0.2 -0.2 -0.4
-0.3 0.2 0.1
0.6 0.7 -0.3
-0.5 -0.5 0.0
-0.2 0.4 0.5
-1.0 -0.2 -0.3
0.1 -0.1 0.0
0.1 -0.1 0.0
0.2 0.0 0.0
-0.2 -0.1 -0.1
1.0 0.2 0.3
-0.1 -0.1 -0.2
0.2 -0.4 -0.2
-0.3 0.6 -0.6
0.9 0.8 -0.2
-1.1 -0.1 -0.7
-0.1 -0.4 -0.2
0.8 0.1 -1.3
0.3 0.1 0.3
-0.3 -0.2 0.0
0.0 -0.5 0.5
-0.4 0.0 0.3
0.0 0.4 0.6
-0.4 -0.5 0.6
-0.2 0.0 0.1
0.6 -0.4 -0.2
-1.1 0.6 -0.7
0.6 -0.4 0.6
0.2 0.1 0.5
-0.5 0.0 -1.3
-0.1 0.0 -0.1
0.0 0.0 0.0
-0.3 0.2 0.2
0.1 0.0 0.5
0.1 -0.2 0.4
0.1 0.0 0.0
0.2 0.1 0.4
-0.3 -0.8 -1.4
-1.1 1.6 1.9
0.4 -0.7 -0.5
0.5 -0.4 -1.5
0.7 -0.1 1.1
0.2 0.6 0.8
-0.5 0.0 0.3
0.7 -0.3 0.3
0.1 0.0 0.0
0.4 0.0 -0.7
-0.7 -0.2 -0.8
-0.6 0.2 0.5
-1.3 -0.4 -0.6
0.4 1.6 1.1
0.1 -0.4 -0.4
-0.3 -1.5 -0.2
-0.8 1.0 -0.3
-0.2 -0.3 0.3
0.5 0.5 -0.2
0.6 -0.5 0.3
0.4 0.3 -0.4
0.3 -0.4 0.4
0.0 0.1 0.2
0.1 -0.1 0.0

E: -3419.41167 a.u.
spin multiplicity: 6
gap between HOMO and LUMO (spin up / spin down): 8.464 / 8.376 eV
expectation value of S²: 8.75
highest occupied orbital energy (spin up / spin down): -10.786 / -10.786 eV
net charge: +1